94
Properties=species:S:1:pos:R:3:forces:R:3:mulliken_charge:R:1 method="wB97M-V/def2-TZVPD" e_above_lowest_kj_mol=0.0 energy_ev=-52366.88164 smiles="CC(=O)OCCCCOC(=O)O[PH2]=N.CCN(CC)CC.CCN(CC)CC.CCN(CC)CC" e_lumo_ev=0.715 total_charge=0 homo_energy_ev=-8.05
C 2.5028 1.6272 -0.1411 0.5 0.0 -0.4 -0.329
C 2.7108 3.0840 0.1803 0.3 0.0 -0.9 0.516
O 3.0873 3.5009 1.2416 0.8 0.3 0.1 -0.599
O 2.4467 3.8814 -0.8723 0.4 -0.2 -0.1 -0.394
C 3.0702 5.1789 -0.8704 -0.2 0.3 0.0 -0.828
C 2.2657 6.2251 -0.1051 0.0 -0.1 0.2 0.379
C 2.6732 7.6497 -0.5175 -0.1 -0.1 0.1 -0.585
C 1.5821 8.7021 -0.3109 0.5 0.1 0.0 -0.598
O 0.2982 8.2277 -0.7664 -0.1 0.7 -0.1 -0.296
C -0.5535 7.8624 0.1781 -0.2 -0.3 -1.2 0.687
O -0.3159 7.6125 1.3002 0.2 0.1 1.5 -0.462
O -1.8083 7.7565 -0.3806 0.0 0.0 -0.1 -0.386
P -2.3299 6.2583 -0.7561 0.2 -0.1 0.0 0.210
N -1.3198 5.1306 -0.4451 -0.6 -0.2 -0.1 -0.357
H 1.9304 1.1504 0.6605 1.6 0.4 -1.2 -0.084
H 1.9789 1.4985 -1.0905 0.1 0.1 0.1 0.121
H 3.4900 1.1582 -0.2149 -0.1 0.1 0.0 0.435
H 3.1104 5.4553 -1.9315 0.0 -0.1 0.2 0.463
H 4.0936 5.0824 -0.4878 -0.2 0.0 0.0 0.297
H 2.4218 6.0918 0.9715 -0.1 0.0 -0.2 0.274
H 1.2033 6.0310 -0.3045 0.3 0.1 0.0 -0.144
H 2.9724 7.6716 -1.5750 0.0 -0.1 0.2 0.348
H 3.5306 7.9712 0.0903 0.0 0.0 -0.3 0.306
H 1.5133 9.0265 0.7318 -0.1 -0.3 -0.1 0.370
H 1.7994 9.5833 -0.9247 -0.1 -0.2 0.1 0.353
H -3.5940 6.2257 -0.1521 -0.1 0.0 0.0 0.059
H -2.5964 6.4579 -2.1132 0.0 0.1 0.0 0.051
H -1.6889 4.4736 0.2383 0.4 0.1 0.1 0.169
C 0.5771 2.1865 1.6490 -0.5 0.1 0.8 -2.437
C 0.3396 0.6855 1.6536 -0.8 -0.1 0.3 -0.023
N -1.0711 0.3331 1.6409 -0.1 -0.1 0.0 0.176
C -1.3176 -1.0726 1.9060 0.0 -0.1 0.1 -0.777
C -0.7937 -2.0911 0.8887 -0.1 -0.1 0.0 -0.005
C -1.8577 0.9180 0.5663 0.0 0.1 0.0 -0.731
C -1.4370 0.6324 -0.8820 -0.1 0.0 0.0 -0.238
H 0.0551 2.6676 2.4775 -0.1 -0.1 0.0 0.426
H 1.6419 2.3991 1.7537 -1.1 0.0 0.9 0.927
H 0.2437 2.6490 0.7180 0.0 0.0 0.0 0.499
H 0.7694 0.2580 2.5642 0.0 0.0 0.0 0.255
H 0.8972 0.2399 0.8121 -0.8 -0.5 0.4 0.200
H -2.3967 -1.2093 2.0265 0.0 0.0 0.0 0.399
H -0.8813 -1.3036 2.8835 0.1 0.1 0.0 0.429
H -1.3950 -2.0978 -0.0187 0.1 0.0 0.0 -0.554
H -0.8429 -3.0959 1.3150 0.0 0.0 0.0 0.342
H 0.2463 -1.9049 0.6163 0.0 0.0 0.0 0.117
H -1.8646 2.0013 0.7091 0.0 0.0 0.0 0.217
H -2.8950 0.6027 0.7126 0.0 0.0 0.0 0.496
H -0.3581 0.7262 -1.0157 0.0 0.0 0.0 0.013
H -1.9117 1.3536 -1.5504 0.0 0.0 0.0 0.426
H -1.7350 -0.3632 -1.2122 0.1 0.0 0.0 -0.182
C 6.0905 -5.0074 2.8757 0.0 0.0 0.0 -1.422
C 4.6541 -4.6855 3.2589 0.0 0.0 0.0 -0.335
N 3.9582 -3.8971 2.2558 0.0 0.0 0.0 0.149
C 2.6980 -3.3487 2.7242 0.0 0.1 0.1 -0.555
C 1.5694 -4.3229 3.0835 -0.1 0.1 0.0 -1.014
C 3.9477 -4.4531 0.9123 0.1 0.0 -0.1 -0.643
C 3.3419 -5.8491 0.7149 0.0 0.0 -0.1 -0.982
H 6.6417 -4.0949 2.6445 0.0 0.0 0.0 0.331
H 6.5886 -5.5095 3.7061 0.0 0.0 0.0 0.438
H 6.1475 -5.6725 2.0133 0.0 0.0 0.0 0.293
H 4.6609 -4.0951 4.1795 0.0 0.0 0.0 0.437
H 4.1352 -5.6272 3.5012 0.0 0.0 0.0 0.267
H 2.3347 -2.6480 1.9661 0.0 0.0 0.0 0.203
H 2.9200 -2.7393 3.6062 0.0 0.0 0.0 0.387
H 1.1058 -4.7529 2.1960 0.0 0.0 0.0 0.109
H 0.7894 -3.7871 3.6291 0.0 0.0 0.0 0.405
H 1.9141 -5.1372 3.7220 0.0 0.0 0.0 0.363
H 4.9778 -4.4736 0.5494 0.0 0.0 0.0 0.378
H 3.4316 -3.7373 0.2667 0.0 0.0 0.0 0.312
H 3.6714 -6.5460 1.4872 0.0 0.0 0.0 0.243
H 3.6595 -6.2540 -0.2479 0.0 0.0 0.0 0.378
H 2.2528 -5.8330 0.7162 0.0 0.0 0.1 0.269
C -5.9786 -3.4899 -4.7318 0.0 0.0 0.0 -1.434
C -5.2941 -3.8276 -3.4160 0.0 0.0 0.0 -0.334
N -3.9944 -3.1945 -3.2699 0.0 0.0 0.0 0.116
C -3.2150 -3.7214 -2.1636 0.1 -0.1 0.0 -0.824
C -3.7486 -3.5145 -0.7416 0.1 0.0 0.0 -0.740
C -3.9737 -1.7480 -3.4231 0.0 0.1 -0.1 -0.763
C -4.8489 -0.9078 -2.4830 0.0 0.0 0.0 -0.778
H -5.3306 -3.7285 -5.5762 0.0 0.0 0.0 0.337
H -6.8972 -4.0704 -4.8278 0.0 0.0 0.0 0.436
H -6.2526 -2.4362 -4.7945 0.0 0.0 0.0 0.293
H -5.1287 -4.9079 -3.3739 0.0 0.0 0.0 0.456
H -5.9834 -3.5894 -2.5898 0.0 0.0 0.0 0.263
H -2.2091 -3.2957 -2.2337 0.0 0.0 0.0 0.421
H -3.0923 -4.7960 -2.3326 -0.1 0.0 0.0 0.398
H -3.6274 -2.4823 -0.4133 -0.1 0.0 0.0 -0.037
H -3.1884 -4.1430 -0.0464 0.0 0.0 0.0 0.364
H -4.8013 -3.7851 -0.6510 0.0 0.0 0.0 0.400
H -4.2570 -1.5158 -4.4522 0.0 0.0 0.0 0.381
H -2.9327 -1.4250 -3.3341 0.0 0.0 0.0 0.372
H -5.8484 -1.3319 -2.3726 0.0 0.0 0.0 0.317
H -4.9630 0.0984 -2.8913 0.0 0.0 0.0 0.378
H -4.4129 -0.8057 -1.4897 0.0 0.0 0.0 0.015